C5H9BrN | ωB97M-V/def2-TZVPD

Calculated values
HOMO = -13.52 eV
Kohn-Sham gap = 10.2 eV
lowest unoccupied orbital energy = -3.3233 eV
M = 163.038 g mol⁻¹
relative energy (zero: lowest compared OMol25 entry of this formula, charge and spin) = 70.9 kJ/mol
largest force on an atom = 0.1635 hartree/bohr
net charge = +1

Last column: natural (NBO) charge in e.
Atoms and positions in Å:
C1 -1.1495 0.2480 -0.4755  -0.422
N1 0.2247 0.3902 0.2519  -0.356
C2 0.5752 -0.9810 0.6180  -0.268
C3 1.1632 -1.5903 -0.6714  -0.275
C4 1.6176 -0.5641 -1.4207  -0.082
Br1 2.2155 -0.6135 -3.2175  0.181
C5 1.2742 0.8716 -0.6968  -0.255
H1 -1.1670 -0.5611 -1.1383  0.248
H2 -1.8891 0.2779 0.3194  0.238
H3 -1.4454 1.1789 -0.9920  0.241
H4 0.1424 1.0624 1.0308  0.456
H5 -0.1985 -1.5791 1.1720  0.272
H6 1.4382 -0.8207 1.4926  0.235
H7 1.2096 -2.7037 -0.8433  0.284
H8 2.2417 0.9240 0.0273  0.245
H9 1.1625 1.6037 -1.3927  0.257

Cartesian forces (eV/Å) of the 3 atoms listed first:
C -0.3798 3.3509 1.6291
N -2.6527 1.1215 -2.2922
C 3.3461 -1.4140 3.1953